<one>
# C4H8NS

2 unconnected molecules or ions with the total composition C4H8NS (ωB97M-V/def2-TZVPD, OMol25).

Its net charge is +1. The HOMO energy (spin up / spin down) is -10.50 / -11.05 eV.

Each line ends with the Mulliken charge.
Positions of all 14 atoms, in Å:
C  0.7397  3.1402  1.7254  -0.04
C  -0.4746  3.1285  1.1764  -0.17
C  -0.4024  -3.3450  -0.4593  -0.76
C  0.0704  -0.8521  -1.4169  -0.18
N  0.5999  2.4242  0.5067  -0.43
S  0.9537  -2.1560  -0.5867  0.27
H  1.4519  3.1103  2.6443  0.27
H  -1.5806  3.4026  1.1966  0.30
H  -1.2896  -2.7843  -0.4268  0.31
H  -0.2678  -3.8843  0.5903  0.35
H  -0.4002  -4.0557  -1.3113  0.33
H  0.4770  0.1004  -1.3449  0.23
H  -0.8798  -0.9461  -1.8920  0.32
H  1.0025  2.7174  -0.4020  0.20

<two>
# C4H8NS

A gas-phase ion, C4H8NS (charge +1) (ωB97M-V/def2-TZVPD, OMol25).

Its net charge is +1. The HOMO energy is -14.83 eV.

Each line ends with the Mulliken charge.
Positions of all 14 atoms, in Å:
C  3.0274  -0.4089  -0.4716  -0.07
C  -1.6055  0.7766  -0.0829  -0.61
C  -0.7092  0.0977  0.9945  -0.35
C  -0.3662  1.1581  -0.9508  -0.39
N  1.8697  -0.4797  0.0222  -0.32
S  0.8081  0.9051  0.3824  0.24
H  3.5592  0.5042  -0.9235  0.23
H  3.7452  -1.3430  -0.4644  0.26
H  -2.3379  0.3046  -0.7601  0.29
H  -2.2023  1.5418  0.4424  0.28
H  -1.1246  0.2857  1.9947  0.38
H  -0.3577  -0.8972  0.8276  0.32
H  -0.3066  0.6519  -1.9810  0.36
H  -0.2205  2.1400  -1.3120  0.39

Result of the stability comparison: <two> is the most stable of them.

<one>
# C4H8NS

A gas-phase ion, C4H8NS (charge +1) (ωB97M-V/def2-TZVPD, OMol25).

Its net charge is +1. The HOMO energy (spin up / spin down) is -11.63 / -13.35 eV.

Each line ends with the Mulliken charge.
Positions of all 14 atoms, in Å:
C  -1.3706  -0.0998  -1.1419  -0.24
C  2.1193  1.0323  0.1860  -0.36
C  0.3709  -1.0993  0.6822  -0.55
C  -1.1328  0.9270  -0.1020  -0.38
N  -0.8832  -0.4668  0.2093  -0.01
S  1.6861  -0.4468  -0.3841  0.11
H  -2.2570  -0.5024  -1.5380  0.30
H  -0.6285  -0.2029  -2.0677  0.19
H  2.7933  1.6196  -0.4881  0.30
H  1.8135  1.5072  1.1514  0.30
H  0.4082  -0.6421  1.7383  0.39
H  0.4476  -2.1266  0.5362  0.36
H  -1.9514  1.5296  0.3631  0.25
H  -1.4154  -1.0290  0.8552  0.35

<two>
# C4H8NS

2 unconnected molecules or ions with the total composition C4H8NS (ωB97M-V/def2-TZVPD, OMol25).

Its net charge is +1. The HOMO energy (spin up / spin down) is -12.77 / -12.77 eV.

Each line ends with the Mulliken charge.
Positions of all 14 atoms, in Å:
C  2.6979  0.5981  0.2227  -0.09
C  -0.4721  0.3491  0.1829  -0.66
C  1.8436  1.2013  0.9359  -0.12
C  -1.3354  -0.2914  -0.6341  0.02
N  -2.7731  -0.5997  -0.0903  -0.41
S  2.2554  -0.4786  -1.1689  -0.07
H  3.8479  0.5573  0.2339  0.30
H  3.3855  -0.9506  -1.5399  0.14
H  -0.7498  0.5427  1.2140  0.10
H  1.5502  1.7108  1.9025  0.35
H  -1.0972  -0.4447  -1.6821  0.36
H  -2.8718  -0.1994  0.8414  0.35
H  -2.6538  -1.6293  0.1498  0.40
H  -3.6275  -0.3657  -0.5678  0.35

Result of the stability comparison: <one> is the most stable of them.